{"formula": "C56H44N5O3S2Ti", "method": "ωB97M-V/def2-TZVPD", "species": ["Ti", "O", "C", "N", "C", "C", "C", "C", "C", "C", "N", "C", "C", "C", "C", "C", "N", "H", "H", "H", "H", "H", "H", "H", "H", "H", "H", "C", "C", "C", "C", "N", "C", "C", "C", "C", "C", "C", "N", "H", "H", "H", "H", "H", "H", "H", "H", "C", "C", "C", "C", "C", "C", "C", "S", "O", "C", "C", "C", "C", "C", "C", "C", "C", "C", "C", "C", "C", "C", "C", "C", "C", "C", "C", "C", "C", "S", "O", "C", "C", "C", "C", "C", "C", "C", "H", "H", "H", "H", "H", "H", "H", "H", "H", "H", "H", "H", "H", "H", "H", "H", "H", "H", "H", "H", "H", "H", "H", "H", "H", "H"], "xyz": [[0.212845, 0.209725, 0.105957], [-2.684373, -2.016041, 1.929172], [-1.708994, -1.380132, 1.558991], [-1.635135, -0.484328, 0.550381], [-2.915390, -0.061798, 0.018059], [-3.307502, -0.716284, -1.284033], [-4.653911, -0.838554, -1.626306], [-4.987628, -1.378470, -2.852892], [-3.970426, -1.791272, -3.704304], [-2.666884, -1.652661, -3.265883], [-2.333200, -1.133814, -2.084959], [-0.411249, -1.523318, 2.341147], [-0.386926, -2.254481, 3.515238], [0.789858, -2.294780, 4.244813], [1.902152, -1.611019, 3.774320], [1.798402, -0.908193, 2.588519], [0.661877, -0.861320, 1.889468], [-3.698856, -0.244398, 0.755553], [-2.879902, 1.020119, -0.156154], [-5.417394, -0.518142, -0.929442], [-6.025237, -1.484142, -3.142355], [-4.181543, -2.213423, -4.677033], [-1.838470, -1.969691, -3.895347], [-1.292009, -2.758730, 3.821189], [0.838602, -2.848007, 5.173484], [2.838446, -1.615803, 4.314302], [2.632939, -0.358327, 2.174168], [-0.646707, 2.091526, -3.796199], [-1.284857, 3.290430, -3.392987], [-1.391050, 3.565424, -2.061919], [-0.874205, 2.667606, -1.099443], [-0.280605, 1.487277, -1.499317], [-0.184174, 1.251669, -2.831156], [-0.893560, 2.922473, 0.305953], [-1.550327, 4.028645, 0.895713], [-1.491079, 4.221019, 2.244524], [-0.771177, 3.303918, 3.041889], [-0.185727, 2.236694, 2.427001], [-0.237119, 2.012696, 1.094422], [-0.530892, 1.832440, -4.838719], [-1.673512, 3.982502, -4.127464], [-1.857235, 4.484259, -1.738165], [0.291528, 0.317839, -3.109162], [-2.104962, 4.717499, 0.276334], [-1.995245, 5.063960, 2.697597], [-0.693251, 3.422268, 4.112443], [0.352154, 1.497164, 3.007433], [-1.065888, -7.836445, -0.417447], [-0.676011, -6.449487, -0.840981], [0.628637, -5.984814, -0.660800], [0.992172, -4.713154, -1.060121], [0.038727, -3.894059, -1.651616], [-1.269714, -4.322323, -1.825084], [-1.615338, -5.601877, -1.420481], [0.411448, -2.233947, -2.112443], [0.934882, -1.581385, -0.836518], [1.790549, -2.419393, -3.239540], [1.306036, -2.603117, -4.559789], [2.161613, -2.625688, -5.613651], [3.547485, -2.414358, -5.412742], [4.444697, -2.379509, -6.507518], [5.775616, -2.158389, -6.308752], [6.268183, -1.961944, -5.001340], [5.426899, -1.997890, -3.926575], [4.035361, -2.225833, -4.099515], [3.129022, -2.258274, -2.984050], [3.761393, -2.175632, -1.629484], [4.425822, -3.342503, -1.126389], [4.392795, -4.583342, -1.814595], [5.020410, -5.681930, -1.301868], [5.721272, -5.601818, -0.079751], [5.779038, -4.419814, 0.598843], [5.135987, -3.264038, 0.093746], [5.209384, -2.026759, 0.786023], [4.581547, -0.925479, 0.298795], [3.851596, -1.019134, -0.907833], [2.918572, 0.408436, -1.411042], [2.256368, 0.862743, -0.105810], [4.211072, 1.582934, -1.687434], [4.895840, 1.499172, -2.891250], [5.917295, 2.399694, -3.141502], [6.246715, 3.387512, -2.215050], [7.362857, 4.355736, -2.485178], [5.521732, 3.457973, -1.027264], [4.502571, 2.560659, -0.751085], [-0.264714, -8.323819, 0.135280], [-1.298306, -8.452872, -1.287520], [-1.954771, -7.815664, 0.213515], [1.365029, -6.630113, -0.197223], [2.000232, -4.356433, -0.896302], [-2.011211, -3.657203, -2.250867], [-2.635740, -5.942343, -1.546814], [0.239902, -2.720175, -4.719516], [1.791233, -2.776327, -6.619888], [4.051627, -2.529097, -7.505413], [6.455763, -2.132451, -7.149537], [7.324539, -1.783511, -4.848810], [5.825836, -1.843801, -2.933062], [3.859193, -4.658854, -2.753233], [4.984522, -6.621127, -1.838075], [6.217085, -6.479708, 0.312578], [6.320913, -4.346728, 1.533706], [5.778676, -1.974959, 1.706099], [4.630021, 0.024767, 0.815430], [4.638340, 0.743514, -3.625507], [6.458000, 2.344264, -4.078279], [7.633934, 4.364582, -3.539582], [8.252735, 4.084758, -1.913812], [7.083599, 5.368320, -2.194926], [5.753868, 4.234148, -0.308007], [3.924719, 2.626526, 0.161299]], "forces_ev_per_a": [[0.0395, 0.6983, -0.7649], [-0.1103, 0.0439, 0.0003], [0.1233, -0.1134, 0.0241], [0.0447, -0.2841, 0.4631], [0.0102, 0.0754, -0.0762], [-0.0190, -0.1209, 0.0658], [0.0477, 0.0193, -0.0491], [-0.0396, -0.0092, 0.0255], [0.0501, 0.0055, -0.0158], [-0.1315, 0.2343, -0.0593], [-0.0970, 0.0925, -0.0398], [-0.1552, -0.0608, -0.0009], [0.0868, -0.0173, -0.0370], [-0.0364, -0.0271, 0.0080], [0.0201, 0.0083, -0.0416], [0.0040, -0.0843, -0.0041], [-0.0139, -0.2715, 0.5064], [0.0029, -0.0236, -0.0041], [0.0237, -0.0134, -0.0187], [0.0014, 0.0062, -0.0083], [0.0044, 0.0007, -0.0003], [-0.0074, -0.0033, 0.0032], [-0.0320, 0.0098, -0.0060], [0.0012, -0.0006, 0.0110], [0.0101, -0.0010, -0.0015], [-0.0079, -0.0022, 0.0126], [-0.0023, 0.0122, 0.0061], [-0.0177, 0.0348, -0.0045], [0.0152, -0.0242, -0.0140], [-0.0050, -0.0413, 0.0400], [0.0350, 0.1265, -0.0573], [-0.2015, 0.0215, 0.1748], [0.0325, -0.1427, -0.0502], [-0.0443, 0.0736, -0.0328], [0.0764, -0.0144, -0.0134], [0.0176, -0.0295, 0.0327], [-0.0283, 0.0502, -0.0170], [0.0524, -0.0757, -0.0045], [-0.1094, 0.2261, -0.1002], [-0.0068, 0.0101, 0.0023], [0.0034, -0.0045, -0.0040], [-0.0012, 0.0001, -0.0073], [0.0014, 0.0004, 0.0068], [0.0061, 0.0063, 0.0019], [0.0029, -0.0021, 0.0032], [-0.0055, 0.0062, -0.0011], [-0.0063, -0.0080, -0.0046], [0.0004, -0.0259, 0.0082], [0.0215, 0.0031, 0.0114], [-0.0314, -0.0172, -0.0080], [0.0017, 0.0163, 0.0442], [0.0768, -0.0941, 0.0223], [-0.0530, -0.0313, 0.0000], [0.0064, -0.0068, -0.0189], [0.0249, 0.0107, 0.0817], [0.0467, 0.1528, -0.1737], [0.0293, -0.0489, 0.0116], [0.0646, -0.0031, -0.0239], [0.0004, 0.0009, -0.0167], [-0.0230, -0.0080, -0.0562], [0.0000, 0.0088, 0.0137], [0.0062, 0.0059, -0.0001], [0.0117, -0.0003, -0.0112], [-0.0316, -0.0193, 0.0117], [0.0170, 0.0055, 0.0375], [0.0359, 0.0558, -0.0192], [-0.0212, -0.1275, 0.0268], [-0.0296, -0.0038, -0.0392], [0.0191, 0.0365, -0.0098], [0.0124, -0.0082, 0.0072], [-0.0010, -0.0177, -0.0092], [-0.0087, 0.0103, -0.0078], [0.0329, 0.0088, 0.0457], [-0.0124, 0.0067, 0.0022], [0.0028, -0.0329, -0.0326], [0.0890, 0.0346, 0.0233], [-0.0795, 0.0062, 0.0564], [-0.0186, -0.2042, -0.0483], [0.0838, -0.0075, 0.0254], [0.0220, 0.0181, 0.0146], [-0.0035, 0.0011, -0.0081], [-0.0105, -0.0193, 0.0042], [0.0168, 0.0200, -0.0165], [0.0036, 0.0268, 0.0248], [-0.0042, 0.0042, -0.0258], [-0.0007, 0.0029, 0.0027], [-0.0009, 0.0059, -0.0017], [-0.0009, 0.0076, -0.0022], [0.0031, 0.0031, -0.0042], [-0.0195, 0.0048, -0.0082], [0.0891, -0.1694, 0.0802], [-0.0011, 0.0009, 0.0002], [0.0166, 0.0011, 0.0136], [0.0004, -0.0001, 0.0018], [0.0003, -0.0001, 0.0019], [0.0024, 0.0005, 0.0035], [0.0001, -0.0010, -0.0027], [-0.0012, -0.0012, 0.0078], [-0.0079, 0.0080, 0.0003], [0.0011, 0.0018, 0.0016], [-0.0012, 0.0003, 0.0001], [-0.0021, 0.0034, -0.0010], [0.0014, -0.0007, -0.0033], [0.0008, 0.0031, -0.0020], [-0.0038, 0.0026, 0.0082], [0.0023, 0.0018, 0.0025], [-0.0022, -0.0020, 0.0021], [-0.0048, -0.0033, 0.0034], [-0.0009, -0.0038, 0.0048], [0.0026, -0.0008, -0.0040], [-0.0048, -0.0102, -0.0023]], "mulliken_charge": [-0.31, -0.77, -0.08, 0.69, -1.75, 0.72, -1.00, -0.56, -0.92, 0.09, 0.69, 0.63, -0.78, -0.60, -1.00, -0.66, 1.30, 0.60, 0.31, 0.52, 0.40, 0.49, 0.05, 0.62, 0.45, 0.51, 0.65, -1.31, -0.99, -0.86, 0.62, 0.83, -0.24, 0.96, -1.21, -0.52, -1.09, -0.25, 0.66, 0.56, 0.44, 0.43, 0.44, 0.38, 0.43, 0.45, 0.40, -1.52, 1.02, -1.28, -0.64, 0.32, -0.15, -0.93, 1.40, -0.06, 1.11, -1.17, -1.46, 0.60, -0.95, -0.69, -1.04, -0.59, 1.39, -1.02, -0.04, 0.77, -0.52, -0.80, -0.81, -1.01, 0.89, -1.31, -1.24, 1.24, 1.43, -0.44, 0.35, -0.43, -0.94, 0.98, -1.57, -0.91, -0.47, 0.37, 0.32, 0.37, 0.37, 0.62, 0.08, 0.47, 0.42, 0.44, 0.47, 0.42, 0.48, 0.55, 0.51, 0.49, 0.41, 0.48, 0.46, 0.56, 0.49, 0.37, 0.36, 0.30, 0.39, 0.42, 0.42], "charge": 1, "lumo_ev": [-2.3, -2.3], "multiplicity": 3, "gap_ev": [4.9, 8.1]}

=====

{"formula": "F2H2O4Si", "method": "ωB97M-V/def2-TZVPD", "species": ["O", "O", "O", "O", "F", "F", "Si", "H", "H"], "xyz": [[0.729359, 0.134708, -1.589952], [1.366272, -0.675631, 0.858696], [-2.467789, -0.091970, -0.091764], [-1.200459, 0.283623, 0.340834], [-2.663595, -1.452574, 0.255364], [0.758812, 1.818131, 0.451313], [0.487890, 0.322661, -0.027373], [1.576250, 0.276910, -2.006280], [1.413259, -0.615858, 1.809161]], "forces_ev_per_a": [[-0.1736, -0.2007, -0.4187], [0.1502, -0.4651, -0.1718], [1.3642, 0.3032, -0.4976], [0.3564, 0.0257, 0.6282], [0.2534, -0.1465, 0.1063], [0.0988, -0.2761, -0.0708], [-2.2235, 0.7008, 0.1921], [0.2302, -0.0088, -0.0675], [-0.0561, 0.0675, 0.2998]], "mulliken_charge": [-0.43, -0.41, 0.11, -0.21, -0.14, -0.24, 0.68, 0.32, 0.33], "smiles": "O[Si](O)(F)OOF", "lumo_ev": 0.2, "multiplicity": 1, "gap_ev": 11.1}

=====

{"formula": "C7H13N6", "method": "ωB97M-V/def2-TZVPD", "species": ["C", "C", "C", "C", "C", "C", "C", "N", "N", "N", "N", "N", "N", "H", "H", "H", "H", "H", "H", "H", "H", "H", "H", "H", "H", "H"], "xyz": [[-2.742915, -0.775195, 0.786484], [-0.461062, -0.494353, 0.361459], [2.333830, -1.997225, -0.557647], [0.506443, -1.734205, -1.703112], [-2.138837, 2.716921, 1.211929], [2.336955, -0.136105, 1.091634], [0.549997, 0.681122, -1.274708], [-1.549344, -1.131964, 0.381318], [-2.921887, 0.582087, 0.960680], [1.672778, -2.534153, -1.528504], [-2.116821, 1.444472, 0.644460], [1.827950, -0.911935, 0.000899], [0.567806, -0.627329, -0.621593], [-3.593092, -1.482843, 0.893471], [3.266037, -2.278405, -0.304526], [0.304727, -1.232571, -2.580109], [-0.351543, -2.367022, -1.581697], [-2.819378, 3.390560, 0.566598], [-2.414951, 2.632128, 2.231620], [-1.065287, 3.121097, 1.252165], [2.731369, 0.842097, 0.800932], [1.401219, 0.113428, 1.682492], [3.137324, -0.719873, 1.555661], [-0.327647, 0.751309, -1.802898], [0.596542, 1.389453, -0.465398], [1.269790, 0.758502, -2.001612]], "forces_ev_per_a": [[-1.3629, 2.5712, 0.8229], [-3.3178, -0.6670, 0.8440], [-2.4398, -0.9106, -3.3393], [-0.3836, -2.0881, 1.8366], [0.5609, 2.4553, -0.7902], [-1.4457, 1.0989, 0.4741], [0.3475, 0.4982, 1.7938], [3.8309, -1.2524, -1.6560], [-3.0261, -1.3750, 1.7566], [0.8403, 0.8638, 0.4983], [2.3701, -1.9098, -1.6325], [-0.3288, 1.1306, 0.2010], [1.0844, -0.7184, 0.0048], [0.8394, 0.8653, -0.2374], [2.9707, -1.2822, 1.1691], [0.5090, 1.0530, -2.2935], [-0.7379, -0.1110, 0.6952], [1.0633, -0.7081, 1.2623], [-0.9456, 0.3273, 0.9881], [-1.5625, -0.3888, -0.5664], [0.1915, -0.1925, -0.2919], [1.4650, -0.5142, 0.3529], [-0.5513, 0.1776, 0.3820], [-2.4837, 0.3012, -0.7618], [0.1112, 0.6840, -0.2403], [2.4015, 0.0917, -1.2723]], "mulliken_charge": [-0.06, 0.21, 0.01, -0.38, -0.83, -0.70, -1.11, -0.32, -0.52, -0.57, 0.25, -0.31, 0.49, 0.39, 0.51, 0.40, 0.36, 0.29, 0.37, 0.27, 0.29, 0.30, 0.31, 0.54, 0.36, 0.45], "charge": 1, "lumo_ev": [-3.8, -6.2], "multiplicity": 3, "gap_ev": [7.3, 6.3]}

=====

Calculated values (kJ/mol) of energy relative to the best compared isomer or geometry (same formula, charge and spin) for the records, taken in order: 81.6 0.0 167.8.